i.
The molecule C4H3NO2. Source: the OMol25 dataset; level of theory: wB97M-V/def2-TZVPD.

Each atom is followed by the atoms it is bonded to, with distances in Å.
Element x y z (Å)
1 O -0.36 0.90 1.34  C6 1.430, C7 1.217
2 O 1.57 0.83 -0.57  C4 1.241
3 N 0.30 -1.10 -0.30  C4 1.361, C5 1.360
4 C 1.46 -0.40 -0.51  O2 1.241, N3 1.361, H10 1.101
5 C -0.89 -0.46 -0.45  N3 1.360, C6 1.342, H9 1.092
6 C -1.30 0.57 0.32  O1 1.430, C5 1.342, H8 1.078
7 C 0.74 0.39 1.49  O1 1.217
8 H -2.21 1.14 0.39  C6 1.078
9 H -1.59 -0.84 -1.19  C5 1.092
10 H 2.34 -1.05 -0.57  C4 1.101

Calculated values
HOMO-LUMO gap (Ha): 0.339

=====

ii.
The molecule C4H3NO2. Source: the OMol25 dataset; level of theory: wB97M-V/def2-TZVPD.

Each atom is followed by the atoms it is bonded to, with distances in Å.
Element x y z (Å)
1 O -1.29 0.19 2.39  C5 1.190
2 O -0.32 -0.90 0.71  C5 1.401, C7 1.363
3 N -0.08 1.16 -1.04  C4 1.180, C6 1.385
4 C -0.75 1.83 -0.34  N3 1.180
5 C -0.38 0.16 1.61  O1 1.190, O2 1.401, H10 1.101
6 C 0.48 -0.05 -1.39  N3 1.385, C7 1.336, H9 1.086
7 C 0.33 -1.03 -0.49  O2 1.363, C6 1.336, H8 1.087
8 H 0.58 -2.06 -0.72  C7 1.087
9 H 0.96 -0.16 -2.36  C6 1.086
10 H 0.46 0.87 1.64  C5 1.101

Calculated values
HOMO-LUMO gap (Ha): 0.379

=====

ii comes first in stability; the runner-up is 2.425 eV higher.

=====

i.
The molecule C4H3NO2. Source: the OMol25 dataset; level of theory: wB97M-V/def2-TZVPD.

Each atom is followed by the atoms it is bonded to, with distances in Å.
Element x y z (Å)
1 O -0.63 -2.25 1.09  C4 1.124
2 O -0.89 -0.88 -0.59  C4 1.395, C5 1.387
3 N 1.18 0.79 0.29  C6 1.333, C7 1.283
4 C -0.28 -1.30 0.59  O1 1.124, O2 1.395, C7 1.601
5 C -0.68 0.46 -0.90  O2 1.387, C6 1.232, H9 1.199
6 C 0.31 1.15 -0.65  N3 1.333, C5 1.232, H10 1.185
7 C 0.94 -0.31 0.90  N3 1.283, C4 1.601, H8 1.130
8 H 1.24 -0.72 1.91  C7 1.130
9 H -1.43 0.74 -1.79  C5 1.199
10 H 0.25 2.32 -0.85  C6 1.185

Calculated values
HOMO-LUMO gap (Ha): 0.353

=====

ii.
The molecule C4H3NO2. Source: the OMol25 dataset; level of theory: wB97M-V/def2-TZVPD.

Each atom is followed by the atoms it is bonded to, with distances in Å.
Element x y z (Å)
1 O 0.31 -0.97 -0.49  C5 1.348, C7 1.357
2 O -0.80 -1.97 1.95  C4 1.207
3 N 0.00 1.09 0.32  C5 1.299, C6 1.374
4 C -0.83 -0.79 1.67  O2 1.207, C5 1.476, H9 1.105
5 C -0.14 -0.19 0.51  O1 1.348, N3 1.299, C4 1.476
6 C 0.61 1.17 -0.91  N3 1.374, C7 1.348, H8 1.079
7 C 0.75 -0.08 -1.41  O1 1.357, C6 1.348, H10 1.068
8 H 0.84 2.08 -1.43  C6 1.079
9 H -1.39 -0.03 2.25  C4 1.105
10 H 0.68 -0.31 -2.45  C7 1.068

Calculated values
HOMO-LUMO gap (Ha): 0.357

=====

iii.
The molecule C4H3NO2. Source: the OMol25 dataset; level of theory: wB97M-V/def2-TZVPD.

Each atom is followed by the atoms it is bonded to, with distances in Å.
Element x y z (Å)
1 O -1.72 -1.37 0.25  C5 1.299
2 O 2.07 -0.60 -0.16  C6 1.216
3 N 1.25 2.11 -1.28  C7 1.230
4 C -0.07 0.26 0.27  C5 1.576, C6 1.487, C7 1.524, H8 1.204
5 C -1.47 -0.21 -0.28  O1 1.299, C4 1.576, H9 1.094
6 C 0.96 -0.81 0.29  O2 1.216, C4 1.487, H10 1.114
7 C 0.58 1.30 -0.63  N3 1.230, C4 1.524
8 H -0.27 0.50 1.43  C4 1.204
9 H -2.07 0.45 -0.92  C5 1.094
10 H 0.75 -1.61 1.04  C6 1.114

Calculated values
HOMO-LUMO gap (Ha): 0.368

=====

ii comes first in stability; the runner-up is 1.704 eV higher.

=====

i.
The ion C6H15N2 with charge +2. Source: the OMol25 dataset; level of theory: wB97M-V/def2-TZVPD.

Each atom is followed by the atoms it is bonded to, with distances in Å.
Element x y z (Å)
1 N -0.70 2.69 0.07  C4 1.447, H13 1.093, H15 1.089, H19 1.156
2 N 0.31 -1.43 -0.68  C6 1.495, C7 1.314, H12 1.026
3 C 0.92 0.77 0.13  C7 1.380, C8 1.511, H16 1.117
4 C -0.16 2.65 1.41  N1 1.447, C8 1.555, H21 1.130, H23 1.064
5 C -0.21 -3.69 -1.55  C6 1.597, H9 1.156, H11 1.049, H14 1.205
6 C -0.71 -2.52 -0.58  N2 1.495, C5 1.597, H18 1.122, H20 1.100
7 C 0.25 -0.44 0.18  N2 1.314, C3 1.380, H17 1.150
8 C 1.13 1.80 1.21  C3 1.511, C4 1.555, H10 1.107, H22 1.171
9 H 0.44 -4.49 -1.02  C5 1.156
10 H 1.53 1.41 2.17  C8 1.107
11 H 0.02 -3.26 -2.49  C5 1.049
12 H 0.85 -1.31 -1.55  N2 1.026
13 H -1.61 3.30 0.05  N1 1.093
14 H -1.27 -4.26 -1.55  C5 1.205
15 H 0.08 3.25 -0.46  N1 1.089
16 H 1.71 0.94 -0.64  C3 1.117
17 H -0.48 -0.50 1.06  C7 1.150
18 H -1.67 -2.10 -0.98  C6 1.122
19 H -1.00 1.59 -0.10  N1 1.156
20 H -0.69 -2.85 0.47  C6 1.100
21 H 0.16 3.62 1.88  C4 1.130
22 H 1.97 2.56 0.89  C8 1.171
23 H -0.88 2.27 2.09  C4 1.064

Calculated values
Net charge: +2
HOMO-LUMO gap (alpha / beta) (Ha): 0.394 / 0.288
Multiplicity: 2
<S²>: 0.775

=====

ii.
A cluster of 2 separate species, C6H15N2 in total. Source: the OMol25 dataset; level of theory: wB97M-V/def2-TZVPD.

Each atom is followed by the atoms it is bonded to, with distances in Å.
Element x y z (Å)
1 N 0.96 0.61 0.79  C3 1.476, H12 1.016, H16 1.022, H19 1.028
2 N 0.17 3.97 -0.65  C5 1.383, H9 1.017, H13 1.014
3 C 0.98 2.05 0.50  N1 1.476, C5 1.339, H18 1.079
4 C -1.78 -0.75 0.71  C8 1.481, H10 1.105, H14 1.089, H22 1.104
5 C 0.41 2.61 -0.58  N2 1.383, C3 1.339, H11 1.086
6 C 0.81 -3.13 -1.02  C7 1.484, H17 1.091, H20 1.100, H23 1.095
7 C 0.10 -2.23 -0.07  C6 1.484, C8 1.398, H15 1.091
8 C -1.17 -1.67 -0.28  C4 1.481, C7 1.398, H21 1.087
9 H -0.77 4.13 -0.99  N2 1.017
10 H -1.80 0.31 0.39  C4 1.105
11 H 0.08 2.06 -1.45  C5 1.086
12 H 0.46 0.06 0.10  N1 1.016
13 H 0.22 4.45 0.24  N2 1.014
14 H -1.35 -0.86 1.70  C4 1.089
15 H 0.68 -1.95 0.81  C7 1.091
16 H 0.46 0.43 1.67  N1 1.022
17 H 0.20 -3.34 -1.90  C6 1.091
18 H 1.17 2.60 1.41  C3 1.079
19 H 1.90 0.20 0.87  N1 1.028
20 H 1.76 -2.64 -1.31  C6 1.100
21 H -1.65 -1.84 -1.23  C8 1.087
22 H -2.85 -1.00 0.76  C4 1.104
23 H 1.02 -4.05 -0.47  C6 1.095

Calculated values
Net charge: +2
HOMO-LUMO gap (alpha / beta) (Ha): 0.287 / 0.141
Multiplicity: 2
<S²>: 0.752

=====

i comes first in stability; the runner-up is 0.254 eV higher.